Formula: C36H37BeF3P2
Source: OMol25
Level of theory: wB97M-V/def2-TZVPD

As for the LUMO energy: 0.5 eV. The value obtained for the relative energy (zero: lowest compared OMol25 entry of this formula, charge and spin) is 0.0 kcal per mole.

Cartesian coordinates (Å):
Be: -3.860 -2.193 2.469
C: -0.382 -2.676 6.038
C: 0.758 -2.416 5.378
C: 1.308 -3.172 4.220
C: 0.843 -2.660 2.833
C: -0.652 -2.635 2.647
C: -1.583 -3.313 3.337
C: -1.418 -4.330 4.415
C: -1.236 -3.892 5.870
C: -4.204 -1.602 0.949
H: -0.565 -2.186 6.997
H: 1.434 -1.627 5.749
H: 1.096 -4.245 4.311
H: 2.403 -3.066 4.178
H: 1.240 -1.639 2.698
H: 1.293 -3.325 2.073
H: -0.966 -2.114 1.730
H: -2.707 -3.322 2.980
H: -0.638 -5.058 4.139
H: -2.379 -4.868 4.444
H: -2.221 -3.667 6.332
H: -0.831 -4.751 6.455
H: -5.216 -1.186 1.036
H: -4.195 -2.284 0.084
H: -3.447 -0.789 0.835
P: 0.963 2.786 -0.984
P: -0.073 1.007 -3.259
C: 2.101 1.541 -1.678
C: 1.684 0.853 -2.781
C: 2.043 4.288 -1.126
C: 3.436 4.273 -1.288
C: 4.148 5.480 -1.315
C: 3.494 6.711 -1.214
C: 2.095 6.725 -1.099
C: 1.370 5.530 -1.055
C: 1.047 2.329 0.802
C: 0.284 1.219 1.225
C: 0.304 0.812 2.558
C: 1.118 1.487 3.483
C: 1.886 2.588 3.059
C: 1.864 2.992 1.722
C: 0.164 1.360 -5.057
C: 0.801 2.565 -5.442
C: 1.083 2.785 -6.793
C: 0.753 1.839 -7.764
C: 0.142 0.649 -7.369
C: -0.150 0.401 -6.025
C: -0.570 -0.759 -3.206
C: -1.951 -1.013 -3.310
C: -2.427 -2.324 -3.325
C: -1.521 -3.389 -3.224
C: -0.156 -3.145 -3.103
C: 0.318 -1.833 -3.070
H: 3.097 1.437 -1.211
H: 2.347 0.283 -3.460
H: 3.981 3.335 -1.384
H: 5.226 5.444 -1.408
H: 4.064 7.642 -1.225
H: 1.575 7.679 -1.032
H: 0.280 5.562 -0.950
H: -0.302 0.652 0.498
H: -0.310 -0.041 2.885
H: 1.165 1.170 4.518
H: 2.506 3.129 3.761
H: 2.504 3.807 1.391
H: 1.116 3.276 -4.675
H: 1.584 3.711 -7.086
H: 1.010 2.011 -8.816
H: -0.092 -0.108 -8.113
H: -0.568 -0.567 -5.738
H: -2.650 -0.175 -3.367
H: -3.499 -2.513 -3.416
H: -1.890 -4.415 -3.241
H: 0.556 -3.966 -3.024
H: 1.374 -1.640 -2.929
F: -5.474 -1.361 4.341
C: -5.084 -2.551 3.773
F: -4.411 -3.258 4.780
F: -6.230 -3.282 3.568